Entry 1:
C6H21CdNO6 as an isolated structure in a non-equilibrium geometry, computed with the ωB97M-V functional and the def2-TZVPD basis.

Output
* Kohn-Sham gap (spin up / spin down): 8.57 / 5.83 eV
* HOMO level (spin up / spin down): -11.79 / -11.59 eV
* <S²>: 0.755
* multiplicity: 2
* net charge: +1
* energy relative to the best compared isomer or geometry (same formula, charge and spin): 0.00 kJ/mol
* LUMO energy (spin up / spin down): -3.22 / -5.75 eV

Cartesian coordinates (Å):
H -15.179780 -15.418020 -25.421580
H -15.348370 -16.543390 -20.511010
O -17.960040 -12.442760 -21.521200
C -15.667650 -14.893570 -24.599970
C -13.857820 -14.382800 -19.032490
C -17.024380 -14.226950 -25.094260
H -18.317830 -15.803740 -22.535970
H -15.606360 -12.681580 -19.742950
H -15.255300 -10.838510 -23.424220
H -18.690530 -11.959690 -21.907540
H -14.336060 -12.457230 -20.626920
H -15.880160 -10.575510 -22.070600
C -17.793510 -16.066150 -21.617100
H -13.386110 -15.363150 -18.965240
C -14.650950 -14.404180 -20.414680
H -13.488760 -13.220870 -22.931470
O -15.894100 -11.190250 -22.804180
O -17.790250 -13.445750 -24.210370
H -11.980580 -13.164900 -22.812520
H -17.777550 -17.145610 -21.466710
N -15.160130 -13.038930 -20.575590
O -12.774800 -12.671040 -22.608690
H -16.474740 -15.402040 -19.666240
C -15.765980 -15.536940 -20.483290
H -17.665380 -14.945890 -25.604500
H -15.778040 -15.785450 -23.983160
O -14.925660 -14.151510 -23.730030
H -12.972160 -13.752350 -19.111450
H -17.854080 -12.061120 -20.649780
H -18.328580 -15.565040 -20.810440
H -14.417090 -14.026680 -18.167330
Cd -16.368960 -13.256220 -22.540570
H -13.906820 -14.611490 -21.183710
H -16.785730 -13.534570 -25.901580
O -16.584120 -15.318850 -21.579370

Atoms 1-6, force components in eV/Å:
0.464 1.042 -0.900
0.242 0.088 0.226
-2.119 0.916 1.465
-0.626 -0.958 0.951
0.283 -1.035 -1.792
-0.031 -0.595 0.708

---

Entry 2:
An isolated molecule of C3H5NO2 in a non-equilibrium geometry, computed with the ωB97M-V functional and the def2-TZVPD basis.

Output
* Kohn-Sham gap: 10.80 eV
* HOMO level: -10.07 eV
* structure (SMILES): N#COCCO
* energy relative to the best compared isomer or geometry (same formula, charge and spin): 352.11 kJ/mol
* LUMO energy: 0.73 eV

Cartesian coordinates (Å):
H 1.387195 -0.811762 -0.969487
C 1.121331 -0.220417 -0.096665
H 0.558892 1.491547 -1.280113
O 0.463179 -1.136587 0.822509
N -1.943561 -1.096790 1.166353
C -0.825652 -1.080562 0.831753
O -1.052477 0.268998 -0.845875
H -1.861993 0.000723 -0.004707
H 2.014815 0.113839 0.421095
H 0.000703 1.569770 0.409420
C 0.137568 0.901241 -0.454283

Atoms 1-6, force components in eV/Å:
-0.012 0.055 -0.094
-0.060 0.258 -0.210
-0.181 -0.098 0.136
-0.571 0.060 -0.301
0.288 -0.322 -0.010
0.011 -1.070 2.011

---

Entry 3:
A 2-piece molecular cluster, C24H21N2 overall in a non-equilibrium geometry, computed with the ωB97M-V functional and the def2-TZVPD basis.

Output
* Kohn-Sham gap: 5.97 eV
* HOMO level: -10.80 eV
* net charge: +1
* energy relative to the best compared isomer or geometry (same formula, charge and spin): 0.00 kJ/mol
* LUMO energy: -4.83 eV

Cartesian coordinates (Å):
H -1.638113 -2.920221 0.607285
H -0.520508 -0.760438 9.765803
C 4.054723 -0.342627 1.514639
C 0.115684 1.060866 1.530243
H 4.774266 1.676961 1.501320
H -3.726350 1.025505 1.524496
C -3.168495 -3.260756 5.037435
C -0.852616 -1.166077 8.824083
H -5.046060 -4.131925 8.547369
C -0.413382 -1.600074 6.518254
H -4.491612 -2.662393 9.346900
H -0.045802 3.198729 1.512637
H 3.082076 -2.242701 1.526118
C -1.963674 -0.174577 1.537539
C -2.081541 -1.744462 8.720362
C -4.819131 -3.074770 8.394422
H -2.710376 -1.789765 9.590638
H -5.029274 -3.878043 5.900638
N -2.001476 -2.695733 5.136792
C 0.223648 -2.560327 1.534621
H -2.516488 3.163365 1.508064
H 2.516831 2.682127 1.512803
C -0.009334 -1.093530 7.714073
H -2.509460 -1.097982 1.547326
H 0.962400 -0.637035 7.808647
H 0.230260 -1.550254 5.659220
C -1.087322 -3.211312 1.504215
C 2.645925 1.614967 1.518078
C -1.960423 2.238976 1.517012
C -2.534476 -2.285368 7.490911
H 1.112195 -3.163433 1.543043
H 5.048095 -0.765559 1.506402
C -2.646582 1.023567 1.526332
C -3.800026 -2.910878 7.319155
H -3.429217 -3.658530 4.068946
C -0.570026 -0.169714 1.537843
C -0.584713 2.268499 1.519568
N 0.392741 -1.224094 1.539875
H -1.001944 -4.301018 1.506149
C 2.955886 -1.175844 1.526909
C 1.680652 -0.616448 1.536008
C 1.526231 0.780611 1.529939
H -1.677398 -2.919982 2.374938
C -1.676156 -2.207443 6.364454
C 3.899572 1.045439 1.511089
C -4.084310 -3.391000 6.075910
H -5.750452 -2.576851 8.116539

Atoms 1-6, force components in eV/Å:
-0.031 0.105 -0.044
-0.010 0.036 0.160
0.051 0.403 0.003
-0.976 -0.008 0.000
0.079 0.040 -0.002
-0.028 -0.076 0.006

---

Entry 4:
An isolated ion of composition C3H9NOS and charge +1 in a non-equilibrium geometry, computed with the ωB97M-V functional and the def2-TZVPD basis.

Output
* Kohn-Sham gap (spin up / spin down): 11.77 / 4.91 eV
* HOMO level (spin up / spin down): -14.93 / -13.84 eV
* <S²>: 0.757
* multiplicity: 2
* net charge: +1
* energy relative to the best compared isomer or geometry (same formula, charge and spin): 174.70 kJ/mol
* LUMO energy (spin up / spin down): -3.16 / -8.92 eV

Cartesian coordinates (Å):
H -0.305309 1.623199 -1.568725
H -0.221214 -1.534897 1.067923
H -2.116210 -0.869488 0.385473
H 2.080611 0.458085 0.870566
H -2.370644 1.705920 0.610639
O -2.639631 1.356037 -0.258133
C -0.358031 0.357224 0.104231
C 0.387195 -1.138071 0.301502
H -0.172392 0.847233 1.027727
H 0.847745 0.493663 -1.568591
H -1.942004 -0.402134 -1.305534
C -1.879078 0.049999 -0.272591
N 0.264251 1.050482 -0.995659
H 0.411761 -1.820447 -0.610505
S 2.134652 -0.894857 0.582929

Atoms 1-6, force components in eV/Å:
-0.864 1.204 -0.314
-0.051 -0.850 1.125
-0.686 2.012 -0.365
0.120 -0.992 0.134
-0.670 0.256 -0.321
1.745 -3.067 0.795

---

Entry 5:
C8H23CuNO7P as an isolated structure in a non-equilibrium geometry, computed with the ωB97M-V functional and the def2-TZVPD basis.

Output
* Kohn-Sham gap (spin up / spin down): 6.60 / 6.40 eV
* HOMO level (spin up / spin down): -4.03 / -3.82 eV
* <S²>: 0.766
* multiplicity: 2
* net charge: -1
* energy relative to the best compared isomer or geometry (same formula, charge and spin): 0.00 kJ/mol
* LUMO energy (spin up / spin down): 2.57 / 2.57 eV

Cartesian coordinates (Å):
N -29.735949 14.422380 -19.827664
H -29.068370 15.089732 -20.186940
H -27.650025 9.764645 -22.828223
H -26.541333 11.599413 -21.573253
H -25.687207 13.869770 -19.108955
C -30.515550 15.017709 -18.741079
C -27.683678 9.749365 -21.738846
H -29.546461 16.963826 -19.018914
H -31.088808 16.834617 -19.758551
H -23.847040 15.642308 -21.252050
C -27.504725 11.204305 -21.250968
O -28.065859 14.074033 -16.660484
H -26.854871 10.730705 -19.450988
H -22.944329 14.457331 -22.003056
O -26.149647 14.599544 -15.450362
H -30.412057 14.280727 -20.564486
H -31.718431 13.258016 -18.345135
H -24.681845 14.715608 -22.462800
O -25.618858 14.183292 -20.013739
C -24.402934 13.732963 -20.520710
O -32.606214 14.409279 -19.876537
H -30.917847 16.854413 -17.945591
H -23.631539 13.851745 -19.759835
H -34.246631 13.805185 -20.745422
O -25.949835 13.034477 -17.626588
P -26.670337 13.454376 -16.333280
O -27.524775 11.286904 -19.855298
H -32.379716 14.766692 -17.794349
Cu -28.019226 13.220306 -18.665217
H -34.523955 14.475860 -19.079010
O -27.158755 12.492265 -15.224090
H -28.233364 11.781407 -21.820301
H -26.913976 9.092273 -21.334019
H -30.011636 14.811049 -17.796908
H -33.886366 12.907292 -19.182899
C -23.960310 14.633850 -21.649905
C -30.520879 16.491670 -18.893717
C -33.891429 13.857870 -19.716265
C -31.851100 14.302563 -18.626967
H -28.650784 9.415134 -21.363212
H -24.515467 12.664014 -20.701797

Atoms 1-6, force components in eV/Å:
0.260 -0.890 -0.034
0.149 0.145 0.035
-0.076 -0.327 -0.012
0.202 -0.014 -0.330
-0.178 -0.412 1.320
0.945 -0.894 0.113

---

Entry 6:
A 6-piece molecular cluster, C38H41N8O11 overall in a non-equilibrium geometry, computed with the ωB97M-V functional and the def2-TZVPD basis.

Output
* Kohn-Sham gap: 8.12 eV
* HOMO level: -11.22 eV
* net charge: +1
* LUMO energy: -3.11 eV

Cartesian coordinates (Å):
O 1.356114 -2.369700 -3.556744
H 0.105872 5.355035 1.162308
H 2.860138 -0.503891 3.157705
O -8.022512 2.333538 1.839576
H -2.100352 -0.473910 -8.049030
H 2.558269 4.728232 -0.400323
C 4.938936 2.273831 1.501303
O 5.118237 4.325482 0.464842
N 1.136855 -2.922128 -4.621159
C -1.431532 -0.968958 -7.354336
C -4.607828 0.972593 5.103275
H 1.272212 1.688567 -4.122964
C 0.483230 2.252813 -3.553662
H -2.997981 -7.224350 4.938836
H -0.030670 -0.505849 -4.310641
C -6.370857 2.299375 3.443114
H 6.661066 1.063843 1.980603
C 2.811184 1.389129 2.149686
H 5.264191 -3.151891 1.669006
N 0.995685 4.855834 1.047757
H 3.720898 -5.921551 -2.128800
O 1.961546 -5.137969 2.235634
C -1.113099 -0.360569 -6.146018
C -5.581738 3.028445 4.321722
C -1.247768 -6.323774 4.076809
C -0.896859 -2.209823 -7.674088
C -0.524274 5.104287 -3.080804
O -0.229532 1.280515 -2.778117
C 1.683369 5.372912 -0.172773
C -0.046242 -2.849383 -6.784020
C 3.559082 2.392644 1.554804
N 0.687115 5.454942 -1.273373
C -1.663569 1.420859 -2.864548
C -2.137498 1.964542 -1.447379
O 6.928670 3.213814 0.836239
H -3.242035 2.082718 -1.382186
C 3.759296 -4.510772 0.939608
C -4.698835 2.358499 5.155806
C 5.217412 -4.563607 -1.403589
H 6.558581 -3.202658 -0.423067
H -1.589823 2.934230 -1.303570
O -7.359538 4.220624 2.644982
O 3.368262 -3.732896 3.069150
H 0.365876 -3.816272 -7.041196
C -0.264957 -0.994586 -5.248449
H -0.628141 -7.199946 4.230010
H -6.893762 0.346439 2.690456
H 1.426151 2.693236 -1.648757
C -6.282448 0.915586 3.378453
N -0.949125 6.265978 -2.452061
H -0.344808 7.313720 -0.648014
H 5.785846 -4.578396 -2.326199
H -3.920611 0.451348 5.760097
C -2.831781 -4.098234 3.669527
N 5.724723 3.349690 0.888190
C 4.828165 0.162035 2.622581
N -3.670624 -2.920994 3.428588
H 2.335488 3.393686 -3.026460
H 3.055547 3.255265 1.142741
H 2.034828 6.396022 0.112558
C -0.707685 -5.189025 3.482091
H 0.332831 -5.169770 3.171345
H -1.708263 6.827228 -2.827496
H -4.082459 2.916483 5.850288
N -7.322685 3.003775 2.576373
H 2.417176 -5.885360 -0.041873
C -0.203257 6.464661 -1.336375
H 5.316107 -0.708988 3.042297
C 4.921014 -3.760611 0.843037
C 0.256952 -2.237654 -5.576505
H 0.702239 3.910373 0.762281
H -0.937852 4.672269 -4.003710
C 3.445465 0.277325 2.686138
H -1.530922 0.609248 -5.902087
C -1.502237 -4.071928 3.277030
H -4.415416 -5.242223 4.585549
H -5.318254 -0.828082 4.174267
H 1.732184 1.474015 2.199160
C -3.379542 -5.221601 4.273357
C -2.580911 -6.339179 4.474588
O 1.593946 -4.002144 -4.945067
C 4.055702 -5.318298 -1.294335
C 5.584372 1.162072 2.026218
C 5.651803 -3.788180 -0.334945
H -1.074404 -3.194262 2.810426
H -2.178624 0.430410 -2.980094
C 3.321160 -5.295617 -0.117854
C 1.308681 3.238546 -2.619789
C -5.394919 0.251817 4.213521
H -0.117433 2.787075 -4.323579
H -2.033213 2.065425 -3.696566
H -1.768656 1.204842 -0.711518
O -4.832832 -2.957551 3.797418
N 2.974320 -4.459328 2.174978
H -5.646120 4.107533 4.369104
H -1.145847 -2.680566 -8.616902
C 0.543979 4.545591 -2.320842
O -3.160446 -1.966525 2.866428

Atoms 1-6, force components in eV/Å:
-0.053 -0.061 -0.242
0.512 -0.031 0.192
0.056 0.023 -0.035
0.178 0.137 0.133
0.044 -0.035 0.032
-0.741 0.490 -0.264